Below is a structure of composition C18H28BCuN10O7P2S in a non-equilibrium geometry, with properties calculated with ωB97M-V/def2-TZVPD.

Calculated values
* DFT total energy: -123092.8716 eV
* HOMO: -0.276 Eh
* charge: 0
* molar mass: 664.86 g mol⁻¹
* gap between HOMO and LUMO: 4.409 eV
* relative energy (zero: lowest compared OMol25 entry of this formula, charge and spin): 0.441 eV

Geometry as XYZ:
```
68
Properties=species:S:1:pos:R:3:forces:R:3
Cu -0.5723 1.3992 -0.9541 0.100 -0.010 0.039
C 1.6009 -1.0250 -3.0187 -0.021 0.117 -0.033
C 1.6610 -1.1197 -1.5305 0.053 -0.010 -0.010
C 2.5009 -1.9419 -0.7551 0.008 0.031 -0.034
C 2.2040 -1.6333 0.5509 0.005 0.024 0.012
N 1.2342 -0.6991 0.5418 0.051 -0.023 -0.037
N 0.9025 -0.3768 -0.7365 -0.110 -0.024 0.017
B 0.7487 0.2774 1.5982 -0.033 0.016 0.052
N -0.8030 0.3853 1.6077 0.056 -0.106 -0.071
C -1.6554 0.0291 2.5697 0.008 0.024 0.064
C -2.9294 0.3960 2.1894 0.008 -0.034 -0.057
C -2.8000 0.9586 0.9206 -0.016 -0.040 -0.009
C -3.8850 1.5006 0.0572 0.012 -0.010 0.003
N -1.5026 0.9242 0.5934 -0.038 0.131 0.056
N 1.2306 1.7129 1.1646 -0.021 -0.014 -0.002
C 2.2585 2.4528 1.5896 0.000 -0.008 -0.021
C 2.3044 3.6195 0.8515 -0.012 0.003 0.019
C 1.2529 3.5320 -0.0620 0.007 -0.002 -0.009
C 0.8408 4.5302 -1.0871 0.003 -0.007 -0.010
N 0.6252 2.3700 0.1512 -0.034 -0.003 0.027
N 1.2125 -0.0143 3.0050 -0.026 0.042 0.001
C 1.1142 0.8184 4.0742 0.013 -0.004 0.010
C 1.3653 0.0877 5.2033 0.002 0.016 -0.013
C 1.5969 -1.2260 4.7326 -0.028 -0.017 0.005
C 1.9123 -2.4526 5.5232 -0.007 -0.004 -0.002
N 1.4874 -1.2791 3.4184 0.056 -0.003 -0.021
H 2.3908 -1.6322 -3.4592 -0.010 0.000 -0.018
H 0.6405 -1.3733 -3.3988 0.103 0.092 0.010
H 1.7374 0.0049 -3.3475 0.035 0.011 0.019
H 3.2359 -2.6440 -1.1117 -0.004 -0.008 -0.003
H 2.5907 -2.0019 1.4840 0.002 -0.004 -0.007
H -1.2980 -0.4770 3.4505 0.004 0.041 0.027
H -3.8461 0.2439 2.7309 0.000 0.007 -0.001
H -4.7381 1.7574 0.6824 0.000 0.003 -0.006
H -3.5683 2.3916 -0.4820 0.008 0.018 -0.003
H -4.1947 0.7568 -0.6750 -0.002 -0.011 0.007
H 2.8817 2.1029 2.3950 -0.002 -0.001 0.004
H 2.9950 4.4373 0.9583 -0.001 0.001 0.000
H 1.0449 5.5332 -0.7155 0.000 -0.002 -0.003
H 1.3947 4.3810 -2.0136 -0.003 -0.003 -0.001
H -0.2189 4.4531 -1.3219 -0.006 0.000 0.002
H 0.8590 1.8586 3.9526 0.004 0.006 0.001
H 1.3858 0.4406 6.2203 0.000 -0.001 0.000
H 2.7428 -2.2770 6.2073 0.005 0.003 -0.005
H 1.0532 -2.7651 6.1188 0.003 0.002 0.003
H 2.1783 -3.2673 4.8525 -0.008 0.000 0.001
O -1.5653 3.2860 -3.5856 -0.004 -0.036 -0.001
P -0.3208 2.3083 -3.8046 0.082 0.135 0.061
O 0.6193 2.8140 -4.7910 -0.028 -0.024 -0.005
O 0.3175 2.0196 -2.4113 0.000 -0.001 -0.027
O -1.0040 0.9072 -4.2474 -0.074 -0.207 0.017
P -1.9914 0.0609 -3.3085 -0.133 0.781 -0.031
O -3.4419 0.4121 -3.8649 0.052 -0.090 0.015
O -1.6952 -1.3742 -3.3561 -0.584 1.743 -1.771
O -1.9987 0.8341 -1.9677 0.011 -0.187 -0.124
H -2.3034 2.8683 -3.1213 -0.004 0.019 -0.001
H -3.8374 -0.3456 -4.3121 -0.032 0.017 -0.014
C -0.2045 -3.7140 -2.8050 -0.093 -0.106 0.165
N -1.0819 -3.0301 -1.8826 0.341 -1.414 1.613
C -1.1048 -3.2253 -0.5639 0.259 -0.261 -0.569
N -0.1949 -4.0998 -0.0610 -0.029 -0.075 0.185
S -2.2285 -2.4745 0.4368 -0.140 0.085 0.090
H -0.4709 -3.4047 -3.8125 0.016 -0.009 0.036
H -0.3220 -4.7980 -2.7327 0.012 -0.026 0.021
H 0.8462 -3.4565 -2.6392 -0.016 -0.124 0.006
H -1.7042 -2.3236 -2.2591 0.158 -0.495 0.310
H 0.6453 -4.2997 -0.5782 -0.004 0.040 0.008
H -0.1308 -4.1142 0.9420 0.044 -0.001 0.013
```
Positions in Å, forces in eV/Å.

Calculated atomic charges, method Löwdin, unit e: number 1, Cu, carries 0.70; number 2, C, carries -0.02; number 3, C, carries -0.32; number 4, C, carries -0.03; number 5, C, carries -0.06; number 6, N, carries 0.03; number 7, N, carries 0.11; number 8, B, carries -0.65; number 9, N, carries 0.05; number 10, C, carries -0.07; number 11, C, carries -0.02; number 12, C, carries -0.31; number 13, C, carries -0.01; number 14, N, carries 0.02; number 15, N, carries 0.06; number 16, C, carries -0.03; number 17, C, carries 0.01; number 18, C, carries -0.28; number 19, C, carries -0.01; number 20, N, carries 0.03; number 21, N, carries -0.01; number 22, C, carries -0.10; number 23, C, carries -0.02; number 24, C, carries -0.35; number 25, C, carries -0.04; number 26, N, carries 0.13; number 27, H, carries 0.09; number 28, H, carries 0.05; number 29, H, carries 0.08; number 30, H, carries 0.10; number 31, H, carries 0.10; number 32, H, carries 0.13; number 33, H, carries 0.12; number 34, H, carries 0.09; number 35, H, carries 0.08; number 36, H, carries 0.08; number 37, H, carries 0.13; number 38, H, carries 0.11; number 39, H, carries 0.09; number 40, H, carries 0.09; number 41, H, carries 0.08; number 42, H, carries 0.12; number 43, H, carries 0.10; number 44, H, carries 0.08; number 45, H, carries 0.08; number 46, H, carries 0.07; number 47, O, carries -0.10; number 48, P, carries 0.26; number 49, O, carries -0.21; number 50, O, carries -0.31; number 51, O, carries -0.21; number 52, P, carries 0.32; number 53, O, carries -0.07; number 54, O, carries -0.23; number 55, O, carries -0.32; number 56, H, carries 0.07; number 57, H, carries 0.10; number 58, C, carries -0.08; number 59, N, carries -0.06; number 60, C, carries -0.93; number 61, N, carries 0.10; number 62, S, carries 0.60; number 63, H, carries 0.09; number 64, H, carries 0.09; number 65, H, carries 0.06; number 66, H, carries 0.01; number 67, H, carries 0.08; number 68, H, carries 0.08